Below is 4 unconnected molecules or ions with the total composition C29H60Cl6IN3O7PS2Si at a distorted geometry, with properties calculated with wB97M-V/def2-TZVPD.

Positions of all 110 atoms, in Å:
C1 2.66767 3.72589 2.29702
C2 3.49006 3.69268 1.00002
C3 3.77670 2.29815 0.46530
O1 2.64480 1.85917 -0.29105
C4 2.43544 0.47990 -0.51077
C5 2.24619 -0.34885 0.76519
C6 1.31702 0.22839 1.84821
C7 0.98325 -0.83782 2.91748
N1 -0.37600 -0.61570 3.43705
C8 3.43711 -0.17586 -1.50023
C9 4.91109 -0.37654 -1.10571
I1 6.04036 -0.55423 -2.95204
C10 5.27693 -1.38804 -0.01151
C11 6.71218 -1.92580 -0.03125
C12 2.65785 -1.28810 -2.29775
Si1 2.81880 -3.21662 -2.02323
C13 2.22633 -3.89871 -0.37926
C14 4.56397 -3.84199 -2.25515
C15 1.85317 -4.05958 -3.40692
N2 1.21939 -0.72465 -2.30758
N3 0.81782 -0.37997 -3.66259
P1 -0.18783 -2.02133 -1.88489
O2 -0.29322 -1.80477 -0.29039
O3 -1.48040 -1.38472 -2.52648
C16 1.23615 0.55285 -1.50128
S1 -0.38895 1.14406 -0.97649
C17 -0.43070 2.83023 -1.63493
C18 -1.72394 3.15871 -2.35428
O4 -1.84788 4.19321 -2.92046
O5 -2.63693 2.16752 -2.37415
C19 -3.83921 2.35341 -1.58504
C20 -4.52602 1.00483 -1.56996
C21 -6.03633 1.08154 -1.36271
O6 -3.91822 0.22081 -0.51988
C22 -4.06151 -1.11491 -0.65373
O7 -4.14320 -1.65826 -1.71691
C23 -4.14482 -1.87759 0.63700
S2 -3.98550 -0.84070 2.11872
H1 2.82483 4.65581 2.84330
H2 2.99952 2.90595 2.94570
H3 1.60160 3.59804 2.08854
H4 4.45163 4.19209 1.16896
H5 2.99475 4.27167 0.21061
H6 4.65191 2.35493 -0.19419
H7 4.00193 1.61961 1.29821
H8 1.90211 -1.34328 0.47595
H9 3.23390 -0.44324 1.22333
H10 0.36381 0.59643 1.46270
H11 1.83193 1.04369 2.36124
H12 1.08047 -1.84226 2.47127
H13 1.68786 -0.78516 3.75108
H14 -1.05285 -1.02165 2.79345
H15 -0.49930 -1.15082 4.29282
H16 3.53365 0.63251 -2.24550
H17 5.25540 0.59712 -0.76478
H18 4.54811 -2.19813 0.06743
H19 5.21194 -0.82777 0.93181
H20 6.89517 -2.61238 -0.85900
H21 6.88040 -2.49133 0.89185
H22 7.43075 -1.10267 -0.05013
H23 3.07350 -1.16072 -3.30409
H24 2.66043 -4.90748 -0.32981
H25 1.14301 -4.02508 -0.31232
H26 2.59899 -3.37904 0.50774
H27 5.19171 -3.74092 -1.37164
H28 5.06894 -3.46046 -3.14410
H29 4.41419 -4.91895 -2.41180
H30 1.90987 -3.46433 -4.32990
H31 2.35292 -5.00422 -3.64166
H32 0.80576 -4.22642 -3.16251
H33 1.44553 0.35142 -3.98662
H34 0.91684 -1.21546 -4.23488
H35 -0.07195 -0.95735 0.12334
H36 -1.72047 -0.47370 -2.27000
H37 1.57286 1.35107 -2.16961
H38 0.36352 2.97631 -2.37352
H39 -0.24373 3.53467 -0.82136
H40 -3.56575 2.69095 -0.57914
H41 -4.46488 3.10572 -2.07033
H42 -4.30677 0.55105 -2.54155
H43 -6.50820 0.16015 -1.71060
H44 -6.45280 1.91401 -1.93596
H45 -6.26269 1.23600 -0.30356
H46 -3.38758 -2.66529 0.62693
H47 -5.12035 -2.37500 0.62131
H48 -4.05768 -1.82963 3.01829
Cl1 -4.92225 0.92715 4.87397
C24 -4.51106 -0.13262 6.24966
C25 -3.56407 0.52218 7.22081
Cl2 -1.94260 0.74494 6.51385
H49 -4.08579 -1.04905 5.84751
H50 -5.44648 -0.37011 6.75359
H51 -3.44694 -0.11372 8.09664
H52 -3.92871 1.49611 7.53694
Cl3 -8.86693 -3.99774 0.01601
C26 -7.55896 -4.11530 -1.18781
C27 -6.99287 -5.50761 -1.29205
Cl4 -6.11113 -5.99407 0.18099
H53 -6.78717 -3.40108 -0.90996
H54 -7.97865 -3.82286 -2.14888
H55 -6.28241 -5.54325 -2.11624
H56 -7.77178 -6.24560 -1.46485
Cl5 2.87077 8.87596 -0.27975
C28 1.95247 7.35466 -0.35021
C29 0.83267 7.31584 0.65898
Cl6 1.43180 7.24574 2.33623
H57 2.65479 6.53980 -0.19126
H58 1.53738 7.27608 -1.35446
H59 0.22289 6.42677 0.50083
H60 0.19873 8.19465 0.57287

Cartesian forces, eV/Å:
C 0.198 -0.305 -0.258
C 0.044 0.258 0.222
C 0.149 0.357 -0.031
O 0.081 -0.191 0.193
C -0.427 -0.549 -0.071
C -0.058 0.703 0.179
C 0.184 -0.573 0.377
C -0.336 -0.135 -0.217
N 0.266 -0.381 0.047
C 0.222 0.587 -0.619
C -0.238 -0.096 0.292
I -0.023 -0.008 -0.028
C 0.307 0.165 0.246
C -0.256 -0.213 0.293
C 0.566 0.252 1.080
Si -0.095 -0.524 0.022
C 0.118 -0.191 0.075
C -0.114 -0.101 -0.088
C 0.225 0.352 -0.227
N 0.024 0.480 -0.806
N -0.191 0.314 0.355
P -0.444 -0.727 0.347
O 0.291 0.180 -0.239
O 0.435 0.333 0.102
C 0.249 0.402 -0.067
S -0.012 -0.148 0.093
C 0.462 -0.209 -0.123
C 0.158 -0.211 0.000
O -0.257 0.668 -0.092
O -0.066 -0.314 0.431
C -0.036 0.080 -0.186
C -0.103 0.387 -0.471
C 0.208 0.048 0.125
O -0.272 -0.017 0.136
C 0.047 0.008 0.065
O -0.283 -0.190 -0.304
C 0.104 -0.379 0.417
S 0.120 0.318 -0.148
H -0.160 -0.026 -0.137
H -0.132 0.149 0.020
H 0.097 0.016 0.171
H -0.071 -0.153 0.002
H 0.067 -0.120 0.046
H -0.125 -0.084 0.055
H -0.067 -0.034 -0.136
H 0.279 -0.054 0.040
H -0.148 -0.323 -0.093
H 0.197 0.141 0.001
H -0.328 0.202 -0.290
H 0.132 0.081 0.068
H -0.033 0.002 -0.098
H -0.044 0.277 -0.010
H 0.016 0.221 0.041
H -0.009 -0.093 0.110
H 0.071 -0.130 -0.162
H 0.082 0.025 -0.160
H -0.215 -0.112 -0.111
H 0.077 0.245 -0.045
H 0.024 0.107 -0.104
H -0.017 -0.140 -0.137
H -0.459 -0.245 -0.089
H -0.077 0.100 -0.054
H 0.139 0.131 0.087
H -0.145 0.012 -0.083
H 0.069 0.098 -0.163
H 0.039 0.018 0.174
H 0.044 0.111 0.046
H -0.111 -0.108 0.056
H -0.155 0.017 0.083
H 0.162 -0.162 -0.123
H 0.136 -0.226 -0.144
H 0.048 0.112 -0.035
H -0.311 0.028 0.160
H -0.073 -0.004 -0.073
H -0.017 -0.244 -0.122
H 0.010 -0.077 0.185
H -0.162 -0.003 -0.132
H -0.096 -0.075 -0.062
H 0.045 -0.072 0.053
H -0.043 -0.095 0.177
H 0.019 0.072 0.144
H 0.021 -0.146 0.034
H -0.029 -0.007 -0.133
H -0.071 0.098 -0.117
H 0.117 0.059 0.006
H -0.073 -0.127 -0.104
Cl 0.044 0.005 0.079
C -0.117 -0.045 0.046
C 0.009 -0.007 0.064
Cl 0.007 0.011 -0.035
H 0.017 0.017 -0.021
H 0.011 0.023 0.012
H -0.003 -0.011 -0.014
H 0.024 0.011 -0.044
Cl 0.025 0.010 0.015
C 0.003 0.045 -0.026
C 0.020 -0.042 -0.093
Cl 0.018 0.053 0.012
H 0.007 -0.010 -0.007
H -0.012 -0.023 0.003
H 0.016 0.005 0.020
H -0.021 0.022 0.046
Cl 0.013 -0.002 0.010
C -0.002 -0.031 -0.054
C -0.075 0.020 -0.010
Cl 0.003 0.022 -0.020
H 0.013 0.018 0.029
H -0.018 0.015 0.015
H 0.028 -0.009 -0.012
H 0.022 0.012 0.022

## Properties
Total charge = +1
HOMO-LUMO gap = 0.333 Ha
E_LUMO = -2.256 eV
Multiplicity = 1
Electronic energy = -171916.3590 eV

Atom charges from the Mulliken analysis, given in e for atoms 1 to 4: C -1.1638; C -0.5402; C -0.2336; O -0.4451



Below is 4 unconnected molecules or ions with the total composition C29H60F3I2N2O2P2, with properties calculated with wB97M-V/def2-TZVPD.

Positions of all 100 atoms, in Å:
C1 -1.11101 0.75378 -2.65553
C2 -0.13053 0.18914 -3.68787
P1 -0.68787 0.15860 -5.45566
C3 -2.21098 1.19688 -5.50638
C4 -2.07388 2.70837 -5.29670
C5 0.49545 1.36082 -6.17879
C6 1.40163 2.13380 -5.53845
N1 2.13678 2.82690 -6.46372
C7 3.12999 3.83297 -6.09961
I1 2.06012 5.63162 -5.57288
C8 4.06807 3.37048 -5.00063
C9 5.14300 4.41086 -4.68991
I2 4.96059 1.53238 -5.66713
C10 1.74519 2.50116 -7.69672
P2 2.46258 3.39938 -9.22442
O1 4.03375 3.12314 -8.90101
O2 2.15258 2.25645 -10.33098
N2 0.72447 1.62400 -7.53370
C11 -0.00162 1.03247 -8.65682
F1 -1.10865 0.45352 -8.19884
F2 -0.33587 2.00276 -9.51570
F3 0.74536 0.11116 -9.26274
H1 -0.77967 0.47181 -1.65419
H2 -2.10531 0.32825 -2.78276
H3 -1.16636 1.83958 -2.67037
H4 0.08319 -0.85162 -3.44516
H5 0.82173 0.70966 -3.59208
H6 -2.90104 0.76152 -4.78402
H7 -2.64425 1.01513 -6.48997
H8 -1.69625 2.95352 -4.30729
H9 -1.41837 3.15056 -6.04825
H10 -3.04886 3.18658 -5.40340
H11 1.54089 2.25218 -4.48075
H12 3.71336 4.09782 -6.97160
H13 3.52206 3.14476 -4.08618
H14 5.99106 3.93896 -4.20177
H15 4.73666 5.14392 -3.99089
H16 5.47312 4.92877 -5.58928
H17 4.27518 2.24221 -8.57780
H18 2.93515 2.02571 -10.84642
C12 -3.10637 -1.73838 3.10299
C13 -4.42278 -1.14996 2.60641
C14 -4.59823 -1.24920 1.09248
C15 -3.54065 -0.50033 0.27955
C16 -3.42587 0.99135 0.58496
C17 -4.70022 1.77310 0.28011
H19 -2.24611 -1.21099 2.68452
H20 -3.03250 -1.66840 4.18918
H21 -3.02043 -2.79182 2.82849
H22 -4.50045 -0.10674 2.92485
H23 -5.25288 -1.67334 3.08642
H24 -5.59256 -0.88291 0.82371
H25 -4.57784 -2.30343 0.79987
H26 -3.76880 -0.62649 -0.78509
H27 -2.56425 -0.97068 0.43505
H28 -2.60469 1.40504 -0.00965
H29 -3.14490 1.14370 1.63033
H30 -4.98427 1.66109 -0.76913
H31 -4.56502 2.83712 0.47775
H32 -5.53747 1.43250 0.88988
C18 2.93207 0.02721 5.31617
C19 1.85609 0.85008 4.61384
C20 0.67397 0.01291 4.12881
C21 1.02824 -1.06241 3.10062
C22 1.69907 -0.54417 1.83038
C23 0.82283 0.41987 1.03582
H33 3.37461 -0.71480 4.64955
H34 3.73971 0.66468 5.67728
H35 2.51530 -0.50295 6.17507
H36 2.30013 1.39581 3.77593
H37 1.48116 1.61052 5.30318
H38 -0.09146 0.67746 3.71637
H39 0.21125 -0.47522 4.99141
H40 0.10996 -1.59166 2.82366
H41 1.67539 -1.81263 3.56290
H42 1.95165 -1.39966 1.19821
H43 2.64736 -0.05896 2.07638
H44 -0.12006 -0.05789 0.75381
H45 1.32684 0.73877 0.12001
H46 0.58452 1.31747 1.60801
C24 0.52020 -3.97814 9.57503
C25 0.36381 -5.00480 8.45747
C26 1.20185 -4.69134 7.21908
C27 0.86186 -3.36660 6.53407
C28 -0.59433 -3.22653 6.09474
C29 -1.02906 -4.26628 5.06661
H47 0.18909 -2.98643 9.26270
H48 -0.06860 -4.25820 10.44901
H49 1.56375 -3.89969 9.88696
H50 -0.69160 -5.08884 8.18389
H51 0.65645 -5.98850 8.83262
H52 1.09768 -5.51056 6.50235
H53 2.25899 -4.67317 7.50190
H54 1.50806 -3.25377 5.65647
H55 1.11354 -2.53551 7.19929
H56 -0.72859 -2.22957 5.66561
H57 -1.25667 -3.27173 6.96346
H58 -0.39595 -4.21511 4.17725
H59 -2.05945 -4.08927 4.75646
H60 -0.97479 -5.28162 5.46129

Cartesian forces, eV/Å:
C 0.131 -0.290 0.185
C 0.057 0.285 0.257
P -0.135 -0.410 -0.033
C -0.004 0.417 -0.152
C -0.216 -0.191 -0.054
C 0.187 0.104 0.060
C -0.270 -0.065 0.240
N 0.107 0.093 -0.125
C -0.015 0.173 0.079
I 0.045 -0.058 0.062
C -0.012 0.381 0.076
C -0.221 -0.090 0.158
I 0.116 -0.176 0.008
C -0.108 0.039 0.067
P 0.221 -0.167 -0.174
O -0.119 0.204 -0.010
O -0.064 0.055 0.144
N 0.012 -0.105 -0.406
C -0.093 -0.143 -0.142
F 0.429 0.319 -0.356
F 0.122 -0.555 0.404
F -0.382 0.474 0.224
H 0.006 -0.008 -0.033
H -0.069 0.116 0.049
H -0.098 -0.011 -0.102
H -0.021 -0.035 -0.029
H 0.014 -0.156 0.014
H -0.015 -0.045 0.006
H -0.106 -0.072 0.062
H 0.098 0.062 -0.032
H 0.032 0.058 0.043
H 0.012 -0.012 0.022
H 0.112 0.137 -0.057
H -0.055 -0.028 -0.028
H 0.029 -0.223 -0.071
H 0.066 0.030 -0.053
H 0.001 0.064 -0.118
H 0.115 -0.065 -0.023
H 0.070 -0.061 0.025
H 0.002 -0.054 -0.134
C -0.029 0.079 0.031
C 0.028 -0.050 0.004
C -0.032 0.038 -0.013
C 0.072 -0.050 -0.020
C -0.036 0.057 -0.079
C 0.055 0.015 0.038
H 0.006 -0.003 0.010
H 0.018 -0.024 0.003
H 0.017 0.002 -0.023
H -0.016 0.006 -0.005
H -0.005 0.010 0.009
H 0.004 0.004 -0.009
H 0.003 -0.006 0.010
H -0.004 0.006 -0.002
H -0.005 -0.009 -0.001
H 0.018 0.009 0.028
H 0.019 -0.032 0.008
H -0.023 -0.019 0.002
H -0.007 0.003 -0.008
H -0.009 -0.007 -0.004
C -0.004 0.054 -0.025
C 0.017 -0.031 0.045
C -0.011 0.028 -0.033
C -0.036 -0.053 0.038
C -0.048 -0.005 -0.034
C 0.063 -0.017 -0.030
H 0.000 -0.010 0.001
H 0.001 -0.004 0.013
H -0.001 -0.025 -0.013
H -0.010 0.007 -0.011
H 0.007 0.014 -0.007
H -0.004 -0.006 -0.005
H 0.021 0.033 -0.004
H 0.010 -0.018 -0.003
H -0.002 0.009 0.010
H 0.018 0.001 -0.001
H 0.004 0.000 0.016
H -0.024 0.019 0.028
H -0.020 0.006 -0.010
H -0.017 0.002 0.002
C -0.038 -0.035 -0.022
C 0.032 0.019 0.038
C 0.000 -0.011 -0.016
C 0.007 0.014 0.002
C 0.008 -0.007 -0.057
C -0.028 0.069 0.044
H 0.002 0.006 0.000
H 0.010 0.002 0.009
H 0.009 0.021 -0.007
H -0.002 -0.010 -0.017
H -0.015 -0.007 0.002
H -0.003 0.007 -0.009
H 0.002 -0.005 0.009
H -0.006 0.009 -0.006
H 0.003 -0.006 0.009
H -0.048 -0.031 0.018
H 0.017 0.003 0.023
H 0.005 -0.029 -0.011
H 0.005 -0.036 -0.029
H 0.023 0.000 0.011

## Properties
Total charge = +1
HOMO-LUMO gap = 0.295 Ha
E_LUMO = -3.729 eV
Multiplicity = 1
ΔE to the lowest compared entry with this formula, charge and spin = 0.00 kJ/mol
Electronic energy = -81048.9443 eV

Atom charges from the Mulliken analysis, given in e for atoms 1 to 4: C -0.6146; C -0.4973; P -0.2340; C -0.6313